[1]
ORCA calculation (ωB97M-V/def2-TZVPD) on a structure of composition C21H57B2F8O8V.

- Kohn-Sham gap (spin up / spin down) (eV) = 5.779 / 7.364
- electronic energy (eV) = -87875.0682
- expectation value of S² = 3.7548
- net charge = -1
- multiplicity = 4
- max |F| (eV Å⁻¹) = 4.09

Element x y z (Å)
V (0.87346, -2.35025, -0.15043)
O (0.62845, -2.00271, 1.86972)
H (-0.17441, -2.55810, 1.83100)
B (0.16264, -4.81595, 0.07475)
F (0.09606, -5.92277, -0.76515)
F (-0.22287, -5.14686, 1.36434)
F (1.46841, -4.39880, -0.04063)
F (-0.64029, -3.75363, -0.37242)
B (-0.28638, -0.02811, -0.54406)
F (-1.00960, 0.63673, 0.41820)
F (-0.10740, 0.74212, -1.60614)
F (0.98285, -0.38664, -0.27944)
F (-0.85732, -1.24093, -0.87207)
C (3.68231, 4.11272, -0.63120)
C (2.95478, 2.80984, -1.01722)
C (2.59096, 2.72832, -2.56887)
O (3.79885, 1.71342, -0.86444)
H (3.06914, 5.01229, -0.57739)
H (4.63772, 4.27020, -1.13169)
H (4.06028, 3.96170, 0.37995)
H (2.03440, 2.78760, -0.43369)
H (2.35539, 3.71372, -2.97086)
H (1.69260, 2.24389, -2.95146)
H (3.51542, 2.46350, -3.08204)
H (3.85654, 1.42092, 0.04809)
C (5.34618, -1.13599, 0.07629)
C (4.17149, -1.88547, -0.62139)
C (4.54527, -3.22136, -1.17523)
O (3.10752, -2.03889, 0.23831)
H (5.07829, -0.12635, 0.38768)
H (6.10599, -0.95162, -0.68318)
H (5.78134, -1.60013, 0.96134)
H (3.68607, -1.35802, -1.44253)
H (5.02670, -3.82528, -0.40607)
H (5.31724, -3.18266, -1.94378)
H (3.70324, -3.82952, -1.50573)
H (3.36920, -1.52776, 1.00764)
C (-3.52325, -0.74831, -3.01657)
C (-4.34112, -0.02623, -1.90385)
C (-5.85814, -0.12281, -1.97541)
O (-4.06821, -0.78304, -0.70819)
H (-3.71414, -0.22752, -3.95489)
H (-3.94375, -1.70510, -3.32614)
H (-2.46452, -0.88225, -2.79462)
H (-3.92319, 0.96461, -1.72587)
H (-6.27793, -0.13307, -0.96954)
H (-5.98985, -1.12865, -2.37421)
H (-6.29799, 0.70558, -2.53076)
H (-3.11364, -0.72769, -0.62259)
C (2.71487, -2.50857, -4.30217)
C (1.56964, -1.91843, -3.44261)
C (0.31980, -1.72889, -4.30818)
O (1.12299, -2.81981, -2.40787)
H (2.76952, -3.58642, -4.45499)
H (3.66013, -2.24414, -3.82819)
H (2.74188, -2.01574, -5.27401)
H (1.72688, -0.97044, -2.92814)
H (-0.03424, -2.63976, -4.79094)
H (0.54471, -0.98932, -5.07665)
H (-0.56176, -1.34940, -3.79152)
H (0.82344, -3.62845, -2.82973)
C (-2.51167, -2.72169, 2.47998)
C (-2.23074, -1.34252, 3.02391)
C (-3.54235, -0.53874, 3.36439)
O (-1.43896, -1.47155, 4.17946)
H (-1.58704, -3.27095, 2.30254)
H (-2.85871, -2.68519, 1.44735)
H (-3.17011, -3.40053, 3.02196)
H (-1.69481, -0.71747, 2.30963)
H (-3.99979, -0.03491, 2.51292)
H (-3.27772, 0.30570, 4.00078)
H (-4.21512, -1.24974, 3.84394)
H (-2.00280, -1.23791, 4.92047)
C (-1.99224, 3.39931, 0.10608)
C (-2.61255, 3.38424, 1.44697)
C (-4.14277, 3.30752, 1.42773)
O (-2.05611, 2.20201, 2.01099)
H (-2.41436, 2.67319, -0.58866)
H (-0.94323, 3.13589, 0.24134)
H (-1.98378, 4.34486, -0.43610)
H (-2.43447, 4.20561, 2.14105)
H (-4.45696, 2.42619, 0.86859)
H (-4.65002, 4.10760, 0.88858)
H (-4.62556, 3.04960, 2.37033)
H (-2.11307, 1.48802, 1.37180)
C (1.49460, 3.05602, 2.71543)
C (0.96248, 2.04772, 3.79809)
C (0.09638, 2.73572, 4.84277)
O (0.27112, 0.97471, 3.14917)
H (2.13702, 2.56478, 1.98462)
H (1.98737, 3.86625, 3.25284)
H (0.63706, 3.48396, 2.19620)
H (1.79859, 1.56909, 4.30793)
H (-0.74171, 3.27590, 4.40241)
H (0.69145, 3.50733, 5.33125)
H (-0.34709, 2.05138, 5.56604)
H (-0.31514, 1.39342, 2.51467)

What are the Löwdin partial charges on each atom? They are as follows, in elementary charge units: V 0.92; O -0.35; H -0.08; B -1.32; F 0.13; F 0.16; F 0.13; F 0.09; B -1.47; F 0.18; F 0.22; F 0.13; F 0.13; C -0.06; C -0.46; C -0.03; O -0.05; H 0.08; H 0.07; H 0.06; H 0.12; H 0.06; H 0.06; H 0.07; H 0.07; C -0.01; C -0.48; C -0.05; O -0.07; H 0.05; H 0.08; H 0.09; H 0.13; H 0.09; H 0.08; H 0.08; H 0.11; C -0.04; C -0.45; C -0.05; O -0.08; H 0.07; H 0.08; H 0.05; H 0.12; H 0.08; H 0.08; H 0.07; H 0.05; C -0.03; C -0.40; C -0.05; O -0.09; H 0.09; H 0.06; H 0.07; H 0.14; H 0.09; H 0.08; H 0.06; H 0.11; C -0.05; C -0.48; C -0.04; O -0.04; H 0.05; H 0.08; H 0.08; H 0.10; H 0.06; H 0.07; H 0.07; H 0.07; C -0.06; C -0.46; C -0.05; O -0.09; H 0.08; H 0.08; H 0.08; H 0.14; H 0.06; H 0.08; H 0.08; H 0.05; C -0.04; C -0.45; C -0.06; O -0.04; H 0.06; H 0.07; H 0.07; H 0.13; H 0.07; H 0.07; H 0.08; H 0.03

=====

[2]
ORCA calculation (ωB97M-V/def2-TZVPD) on a structure of composition C21H57BaF3N3O14S.

- Kohn-Sham gap (spin up / spin down) (eV) = 7.837 / 3.696
- electronic energy (eV) = -75500.0055
- expectation value of S² = 0.7553
- net charge = +2
- multiplicity = 2
- max |F| (eV Å⁻¹) = 3.71

Element x y z (Å)
Ba (-1.90388, -1.14170, 4.26520)
C (-1.68693, 1.71070, -0.07388)
F (-2.96691, 1.71868, 0.02657)
F (-1.41006, 1.91874, -1.35156)
F (-1.08759, 2.61703, 0.66679)
S (-0.90731, 0.02896, 0.45360)
O (-1.37768, -0.21333, 1.83108)
O (-1.30074, -0.98397, -0.54629)
O (0.55709, 0.29632, 0.42906)
C (3.14483, 2.12136, 0.19856)
C (4.12782, 1.77966, 1.32115)
O (5.43370, 1.55122, 0.91022)
O (2.85608, 0.95574, -0.51798)
H (3.49300, 2.90857, -0.47014)
H (2.19797, 2.46030, 0.61887)
H (3.74945, 0.94472, 1.91090)
H (4.29232, 2.61829, 1.99771)
H (5.44362, 1.00911, 0.11800)
H (2.08512, 0.57359, -0.09233)
C (-0.42209, 2.25278, 4.07430)
C (-0.79800, 3.64222, 3.70115)
O (-1.20187, 4.46902, 4.80814)
O (-1.53371, 1.59764, 4.66998)
H (0.51568, 2.19874, 4.62728)
H (-0.12150, 1.77026, 3.14429)
H (-1.72349, 3.54955, 3.13283)
H (-0.09161, 4.11891, 3.02153)
H (-1.80614, 3.97765, 5.36941)
H (-1.81874, 2.12707, 5.41835)
C (-4.25951, -1.92729, 2.04759)
C (-4.94835, -0.85022, 2.94739)
O (-4.16744, 0.18125, 3.43010)
O (-3.40812, -2.79803, 2.72760)
H (-3.64344, -1.43233, 1.29687)
H (-5.01153, -2.48205, 1.48651)
H (-5.28986, -1.38180, 3.83560)
H (-5.83560, -0.45104, 2.45591)
H (-4.69338, 0.97970, 3.51646)
H (-3.12146, -3.45793, 2.09203)
C (1.78692, -0.64259, 3.18211)
C (2.78070, -1.72184, 3.58492)
O (3.17975, -1.33955, 4.92419)
O (0.79901, -0.61898, 4.16011)
H (1.27915, -0.94196, 2.26524)
H (2.26601, 0.32512, 3.33077)
H (3.64148, -1.90453, 2.94166)
H (2.27033, -2.68136, 3.66813)
H (3.98251, -1.81091, 5.15869)
H (1.42174, -0.50285, 4.88145)
C (-4.16838, 0.71038, -3.97423)
C (-4.04793, -0.63162, -3.22205)
C (-2.85450, -1.38288, -3.70307)
O (-2.93695, -2.75738, -3.23319)
C (-1.75890, -3.45925, -3.53929)
N (-4.03669, -0.51493, -1.81023)
H (-3.18752, 1.17535, -4.07326)
H (-4.90151, 1.34297, -3.47377)
H (-4.54409, 0.57060, -4.98784)
H (-4.92087, -1.22318, -3.49797)
H (-1.94064, -0.85902, -3.42281)
H (-2.94841, -1.44161, -4.78742)
H (-1.69716, -4.45792, -3.10691)
H (-0.87968, -2.95880, -3.13354)
H (-1.66370, -3.54190, -4.62197)
H (-3.35958, 0.23177, -1.74658)
H (-3.53203, -1.31652, -1.45970)
C (0.96431, 1.12135, -4.20650)
C (1.73617, 2.38634, -3.90503)
C (0.96093, 3.38522, -2.84282)
O (1.45895, 4.70956, -2.79878)
C (0.74936, 5.59950, -1.94517)
N (3.00891, 2.05738, -3.38103)
H (0.75613, 0.45446, -3.36984)
H (1.42034, 0.68850, -5.09688)
H (-0.04153, 1.32080, -4.57613)
H (1.97881, 2.93346, -4.81600)
H (0.90689, 2.97148, -1.83584)
H (-0.02555, 3.56587, -3.26982)
H (0.55279, 5.18169, -0.95781)
H (-0.22328, 5.88595, -2.34519)
H (1.29085, 6.52443, -1.74667)
H (2.77078, 1.63275, -2.49611)
H (3.45445, 2.95438, -3.25075)
C (1.95713, -5.07113, 0.32396)
C (1.54627, -3.58329, 0.19079)
C (1.84004, -3.04641, -1.27499)
O (3.18989, -3.05600, -1.76960)
C (4.23623, -2.55501, -0.99225)
N (0.10025, -3.50636, 0.42632)
H (2.99963, -5.10173, 0.00715)
H (1.38607, -5.75696, -0.30184)
H (1.76295, -5.33694, 1.36307)
H (2.06399, -2.99168, 0.94583)
H (1.52945, -2.00222, -1.31083)
H (1.24150, -3.55811, -2.02867)
H (5.15436, -2.80202, -1.52530)
H (4.26127, -3.13545, -0.07000)
H (4.12065, -1.49684, -0.75771)
H (-0.28024, -4.28018, -0.09955)
H (-0.21756, -2.69752, -0.08833)

Here are the Löwdin charges for atoms 1 to 99, given in e: Ba 2.13; C -0.70; F 0.20; F 0.14; F 0.15; S 0.59; O -0.51; O -0.31; O -0.34; C -0.23; C -0.25; O -0.03; O -0.11; H 0.12; H 0.11; H 0.10; H 0.13; H 0.08; H 0.01; C -0.25; C -0.22; O -0.03; O -0.19; H 0.13; H 0.10; H 0.12; H 0.14; H 0.07; H 0.09; C -0.24; C -0.24; O -0.20; O -0.21; H 0.10; H 0.14; H 0.12; H 0.15; H 0.12; H 0.12; C -0.24; C -0.19; O -0.06; O -0.24; H 0.10; H 0.13; H 0.13; H 0.12; H 0.11; H 0.08; C -0.04; C -0.48; C -0.20; O -0.17; C -0.12; N 0.06; H 0.06; H 0.08; H 0.08; H 0.14; H 0.11; H 0.13; H 0.09; H 0.06; H 0.09; H 0.03; H 0.05; C -0.02; C -0.31; C -0.09; O -0.17; C -0.07; N 0.33; H 0.09; H 0.10; H 0.09; H 0.17; H 0.12; H 0.15; H 0.08; H 0.10; H 0.10; H 0.10; H 0.15; C -0.04; C -0.41; C -0.15; O -0.19; C -0.11; N 0.05; H 0.08; H 0.08; H 0.08; H 0.11; H 0.10; H 0.12; H 0.10; H 0.07; H 0.07; H 0.07